Model i:
The following is a DFT calculation (ωB97M-V with the def2-TZVPD basis set) of C2H2N4 in the gas phase.

Atoms and positions in Å:
1 C -1.53 -0.50 0.00
2 C 1.57 0.11 -0.08
3 N -2.11 -1.37 0.48
4 N 2.59 -0.40 -0.23
5 N -0.75 0.53 -0.44
6 N 0.47 0.68 0.36
7 H -0.54 0.65 -1.46
8 H 0.30 0.31 1.38

Computed properties:
LUMO energy in eV: 0.07
SMILES: N#CNNC#N
Multiplicity: 1

Computed Mulliken charges, given in elementary charges:
1 C 0.318
2 C 0.330
3 N -0.350
4 N -0.360
5 N -0.244
6 N -0.342
7 H 0.317
8 H 0.331

***

Model ii:
The following is a DFT calculation (ωB97M-V with the def2-TZVPD basis set) of C2H2N4 in the gas phase.

Atoms and positions in Å:
1 C 0.15 0.80 0.47
2 N -1.01 1.02 -0.11
3 N -1.51 0.09 -0.91
4 N -0.83 -0.98 -1.21
5 N 0.27 -1.30 -0.55
6 C 0.75 -0.45 0.34
7 H 0.59 1.62 1.03
8 H 1.59 -0.79 0.94

Computed properties:
LUMO energy in eV: -0.51
SMILES: c1cnnnn1
Multiplicity: 1

Computed Mulliken charges, given in elementary charges:
1 C -0.058
2 N -0.185
3 N -0.139
4 N -0.139
5 N -0.185
6 C -0.059
7 H 0.383
8 H 0.383

***

Need the numbers? Relative energies in kcal/mol: model i 0.0; model ii 3.2.

***

Model i:
The following is a DFT calculation (ωB97M-V with the def2-TZVPD basis set) of C2H2N4 in the gas phase.

Atoms and positions in Å:
1 C 1.67 -0.48 0.04
2 C -1.63 -0.44 -0.12
3 N 2.67 -1.00 0.31
4 N -2.63 -1.01 -0.18
5 N 0.66 0.40 -0.13
6 N -0.68 0.38 0.30
7 H 1.02 0.96 -0.91
8 H -1.08 1.19 0.68

Computed properties:
LUMO energy in eV: 0.09
SMILES: N#CNNC#N
Multiplicity: 1

Computed Mulliken charges, given in elementary charges:
1 C 0.343
2 C 0.333
3 N -0.366
4 N -0.362
5 N -0.201
6 N -0.247
7 H 0.242
8 H 0.258

***

Model ii:
The following is a DFT calculation (ωB97M-V with the def2-TZVPD basis set) of C2H2N4 in the gas phase.

Atoms and positions in Å:
1 C -0.46 -1.06 -1.41
2 N 0.49 -0.64 -0.81
3 N 1.30 0.06 -0.18
4 C 0.66 0.74 0.89
5 N -0.61 0.94 0.75
6 N -1.68 0.92 0.33
7 H -0.86 -2.07 -1.31
8 H 1.21 1.09 1.75

Computed properties:
LUMO energy in eV: 0.45
Multiplicity: 1

Computed Mulliken charges, given in elementary charges:
1 C -0.168
2 N 0.413
3 N -0.684
4 C -0.051
5 N 0.372
6 N -0.489
7 H 0.252
8 H 0.355

***

Need the numbers? Relative energies in kcal/mol: model i 0.0; model ii 45.0.

***

Model i:
The following is a DFT calculation (ωB97M-V with the def2-TZVPD basis set) of C2H2N4 in the gas phase.

Atoms and positions in Å:
1 C -0.16 0.66 0.61
2 N -1.20 -0.06 0.83
3 N -1.19 -1.33 0.24
4 N -0.60 -1.49 -0.83
5 N 0.53 -0.47 -1.29
6 C 0.90 0.30 -0.33
7 H -0.20 1.67 1.01
8 H 1.92 0.71 -0.24

Computed properties:
LUMO energy in eV: -0.60
SMILES: c1cnnnn1
Multiplicity: 1

Computed Mulliken charges, given in elementary charges:
1 C 0.025
2 N -0.226
3 N -0.090
4 N -0.057
5 N -0.281
6 C -0.088
7 H 0.376
8 H 0.341

***

Model ii:
The following is a DFT calculation (ωB97M-V with the def2-TZVPD basis set) of C2H2N4 in the gas phase.

Atoms and positions in Å:
1 C 0.36 1.59 0.13
2 C 1.08 -0.81 -0.14
3 N 0.76 2.66 -0.08
4 N 1.67 -1.77 0.01
5 N -1.24 -0.20 0.09
6 N 0.06 0.28 0.12
7 H -1.29 -1.07 0.67
8 H -1.38 -0.68 -0.80

Computed properties:
LUMO energy in eV: -0.15
SMILES: N#CN(N)C#N
Multiplicity: 1

Computed Mulliken charges, given in elementary charges:
1 C 0.321
2 C 0.154
3 N -0.336
4 N -0.310
5 N -0.628
6 N 0.214
7 H 0.300
8 H 0.284

***

Need the numbers? Relative energies in kcal/mol: model i 11.8; model ii 0.0.

***

Model i:
The following is a DFT calculation (ωB97M-V with the def2-TZVPD basis set) of a molecular structure, C2H2N4.

Atoms and positions in Å:
1 C -0.79 1.25 -0.25
2 N -0.92 0.42 0.67
3 N -0.57 -0.81 0.93
4 C 0.61 -1.08 0.35
5 N 0.81 -0.57 -0.88
6 N 0.33 0.29 -1.56
7 H -0.77 2.32 0.01
8 H 1.30 -1.83 0.73

Computed properties:
LUMO energy in eV: -0.50
Multiplicity: 1

Computed Mulliken charges, given in elementary charges:
1 C -0.041
2 N 0.106
3 N -0.485
4 C -0.034
5 N 0.126
6 N -0.311
7 H 0.268
8 H 0.369

***

Model ii:
The following is a DFT calculation (ωB97M-V with the def2-TZVPD basis set) of C2H2N4 in the gas phase.

Atoms and positions in Å:
1 C 1.25 0.04 -0.28
2 N 0.93 -1.04 -0.87
3 N -0.79 -1.42 -0.70
4 N -1.48 -0.66 -0.06
5 C -0.88 0.58 0.58
6 N 0.34 0.90 0.48
7 H 2.27 0.46 -0.27
8 H -1.65 1.14 1.12

Computed properties:
LUMO energy in eV: -0.59
SMILES: c1ncnnn1
Multiplicity: 1

Computed Mulliken charges, given in elementary charges:
1 C 0.106
2 N -0.401
3 N -0.107
4 N -0.050
5 C 0.102
6 N -0.389
7 H 0.369
8 H 0.370

***

Need the numbers? Relative energies in kcal/mol: model i 38.4; model ii 0.0.

***

Model i:
The following is a DFT calculation (ωB97M-V with the def2-TZVPD basis set) of C2H4O3 in the gas phase.

Atoms and positions in Å:
1 C -0.07 -0.45 0.03
2 C 0.10 1.11 -0.36
3 O 1.17 -1.02 0.35
4 O 0.34 -1.48 -0.80
5 O -1.12 -0.68 0.85
6 H 0.76 1.07 -1.23
7 H 0.76 1.45 0.51
8 H -0.82 1.65 -0.48
9 H -1.12 -1.64 1.11

Computed properties:
LUMO energy in eV: 0.79
SMILES: CC1(O)OO1
Multiplicity: 1

Mulliken population analysis, charges in e, atoms 1 to 8:
1 C 0.829
2 C -0.952
3 O -0.294
4 O -0.308
5 O -0.486
6 H 0.292
7 H 0.251
8 H 0.328

***

Model ii:
The following is a DFT calculation (ωB97M-V with the def2-TZVPD basis set) of C2H4O3 in the gas phase.

Atoms and positions in Å:
1 C -0.36 -0.33 0.01
2 C 1.02 0.49 -0.11
3 O -0.47 -1.55 0.57
4 O -0.55 -1.26 -0.89
5 O -1.49 0.58 0.36
6 H 0.96 1.58 -0.49
7 H 1.70 -0.05 -0.85
8 H 1.45 0.51 0.95
9 H -2.27 0.04 0.46

Computed properties:
LUMO energy in eV: 0.74
SMILES: CC1(O)OO1
Multiplicity: 1

Mulliken population analysis, charges in e, atoms 1 to 8:
1 C 0.876
2 C -0.906
3 O -0.300
4 O -0.286
5 O -0.502
6 H 0.289
7 H 0.283
8 H 0.238

***

Need the numbers? Relative energies in kcal/mol: model i 0.0; model ii 10.3.

***

Model i:
The following is a DFT calculation (ωB97M-V with the def2-TZVPD basis set) of 2 unconnected molecules or ions with the total composition C2H2S2.

Atoms and positions in Å:
1 C -1.52 2.87 -3.24
2 C 0.48 0.67 -0.51
3 S -0.22 3.39 -2.65
4 S 0.84 0.02 -1.91
5 H 0.22 1.86 -0.52
6 H 0.37 0.25 0.48

Computed properties:
LUMO energy in eV: -0.48
Multiplicity: 1

Computed Mulliken charges, given in elementary charges:
1 C 0.068
2 C -0.153
3 S -0.066
4 S -0.149
5 H 0.035
6 H 0.265

***

Model ii:
The following is a DFT calculation (ωB97M-V with the def2-TZVPD basis set) of C2H2S2 in the gas phase.

Atoms and positions in Å:
1 C -0.18 -1.04 1.90
2 C 0.46 0.47 -1.22
3 S -1.53 -0.56 2.48
4 S -0.02 -0.76 -0.25
5 H 1.35 0.93 -0.95
6 H -0.08 0.96 -1.96

Computed properties:
LUMO energy in eV: -1.31
Multiplicity: 1

Computed Mulliken charges, given in elementary charges:
1 C -0.013
2 C -0.387
3 S -0.068
4 S -0.075
5 H 0.262
6 H 0.281

***

Need the numbers? Relative energies in kcal/mol: model i 0.0; model ii 20.1.

***

Model i:
The following is a DFT calculation (ωB97M-V with the def2-TZVPD basis set) of C2H5NO2 in the gas phase.

Atoms and positions in Å:
1 N -0.98 -1.12 0.08
2 C -0.19 -0.07 0.48
3 O -0.30 0.24 1.80
4 C 0.68 0.59 -0.30
5 O 0.63 0.46 -1.68
6 H -1.91 -1.16 0.48
7 H -0.98 -1.23 -0.93
8 H 0.14 1.09 1.88
9 H 1.48 1.19 0.15
10 H 1.43 0.01 -1.95

Computed properties:
LUMO energy in eV: 0.81
SMILES: N/C(O)=C\O
Multiplicity: 1

Mulliken population analysis, charges in e, atoms 1 to 8:
1 N -0.515
2 C 0.519
3 O -0.496
4 C -0.367
5 O -0.511
6 H 0.245
7 H 0.247
8 H 0.314

***

Model ii:
The following is a DFT calculation (ωB97M-V with the def2-TZVPD basis set) of C2H5NO2 in the gas phase.

Atoms and positions in Å:
1 N -1.92 0.75 -0.03
2 C -0.74 0.38 -0.53
3 O 0.02 0.06 0.54
4 C 1.38 -0.27 0.26
5 O 1.57 -1.04 -0.87
6 H -2.10 0.78 0.97
7 H -2.66 1.04 -0.65
8 H 1.96 0.65 0.13
9 H 1.72 -0.78 1.17
10 H 0.77 -1.57 -1.00

Computed properties:
LUMO energy in eV: 1.02
Multiplicity: 1

Mulliken population analysis, charges in e, atoms 1 to 8:
1 N -0.129
2 C -0.418
3 O -0.229
4 C 0.054
5 O -0.456
6 H 0.198
7 H 0.257
8 H 0.245

***

Model iii:
The following is a DFT calculation (ωB97M-V with the def2-TZVPD basis set) of C2H5NO2 in the gas phase.

Atoms and positions in Å:
1 C 0.45 -0.87 -0.07
2 C 0.05 0.41 0.50
3 N -1.28 0.20 -0.28
4 O -2.50 0.14 0.12
5 O 0.82 1.42 -0.10
6 H 0.98 -0.82 -0.94
7 H 0.40 -1.72 0.55
8 H -0.27 0.45 1.48
9 H -1.17 -0.40 -1.14
10 H 0.68 2.40 0.11

Computed properties:
LUMO energy (alpha / beta) in eV: 0.49 / 0.27
Multiplicity: 1

Mulliken population analysis, charges in e, atoms 1 to 8:
1 C -1.077
2 C 0.240
3 N 0.129
4 O -0.506
5 O -0.518
6 H 0.393
7 H 0.302
8 H 0.438

***

Need the numbers? Relative energies in kcal/mol: model i 0.0; model ii 21.2; model iii 99.8.

***

Model i:
The following is a DFT calculation (ωB97M-V with the def2-TZVPD basis set) of 3 unconnected molecules or ions with the total composition C4H6.

Atoms and positions in Å:
1 C -0.66 0.24 -0.18
2 C 0.64 -0.18 -0.11
3 C -1.81 0.17 0.47
4 C 1.85 0.08 0.35
5 H -0.53 -0.15 -1.58
6 H 0.34 -0.77 -1.41
7 H -2.68 0.71 0.11
8 H 2.53 -0.73 0.60
9 H 2.25 1.08 0.40
10 H -1.92 -0.45 1.35

Computed properties:
LUMO energy in eV: 0.60
Multiplicity: 1

Mulliken population analysis, charges in e, atoms 1 to 8:
1 C 0.027
2 C 0.011
3 C -0.628
4 C -0.538
5 H 0.073
6 H 0.060
7 H 0.256
8 H 0.246

***

Model ii:
The following is a DFT calculation (ωB97M-V with the def2-TZVPD basis set) of C4H6 in the gas phase.

Atoms and positions in Å:
1 C 1.21 -1.06 -0.25
2 C 0.07 -0.45 0.47
3 C -0.69 0.49 -0.04
4 C -1.42 1.57 -0.16
5 H 2.12 -1.09 0.33
6 H 1.38 -0.58 -1.21
7 H 0.91 -2.10 -0.43
8 H -0.19 -0.84 1.44
9 H -1.52 1.96 0.82
10 H -1.86 2.10 -0.97

Computed properties:
LUMO energy in eV: 0.54
SMILES: C=C=CC
Multiplicity: 1

Mulliken population analysis, charges in e, atoms 1 to 8:
1 C -0.972
2 C -0.070
3 C 0.090
4 C -0.745
5 H 0.311
6 H 0.311
7 H 0.257
8 H 0.321

***

Model iii:
The following is a DFT calculation (ωB97M-V with the def2-TZVPD basis set) of C4H6 in the gas phase.

Atoms and positions in Å:
1 C 2.18 -0.28 -0.05
2 C 1.20 0.34 -0.26
3 C -0.52 0.05 0.47
4 C -1.61 -0.25 -0.19
5 H 3.10 -0.68 0.08
6 H 0.33 0.85 -0.65
7 H -0.54 1.17 0.68
8 H 0.24 -0.47 0.93
9 H -2.34 0.53 -0.54
10 H -2.03 -1.25 -0.47

Computed properties:
LUMO energy in eV: 0.55
Multiplicity: 1

Mulliken population analysis, charges in e, atoms 1 to 8:
1 C -0.567
2 C -0.177
3 C -0.488
4 C -0.551
5 H 0.466
6 H 0.350
7 H 0.213
8 H 0.304

***

Need the numbers? Relative energies in kcal/mol: model i 82.4; model ii 0.0; model iii 80.0.